[1]
{
  "formula": "C21H21BrFNOPt",
  "method": "ωB97M-V/def2-TZVPD",
  "species": ["C", "H", "H", "H", "H", "C", "C", "Br", "H", "H", "H", "H", "C", "C", "C", "F", "N", "H", "H", "O", "C", "C", "C", "C", "H", "H", "C", "H", "C", "C", "C", "H", "Pt", "C", "C", "H", "H", "C", "C", "C", "C", "H", "H", "H", "C", "H", "H"],
  "positions_angstrom": [[-1.5066, -1.5563, -0.9474], [-2.4575, -3.0308, 1.0892], [3.1083, 1.3141, 1.9829], [2.0455, 3.6641, 2.0171], [1.3670, 1.4333, 3.7524], [-3.0322, -2.1301, 0.9185], [1.4330, 0.5546, 3.1078], [4.4623, -2.1555, -5.6003], [-1.1780, -2.5944, -0.8838], [2.1932, -3.5598, -4.3254], [0.4003, -1.8540, 2.3567], [-0.8270, 4.3269, -1.1091], [-4.4950, 0.2119, 0.4105], [2.1080, 0.9326, 1.7805], [3.7143, -0.6482, -3.3213], [-5.9249, -0.4430, 2.1359], [0.4860, 1.4728, 0.0409], [-0.8936, 1.8620, -1.4437], [-5.0990, 1.0942, 0.2458], [-0.0336, -1.0807, 1.9757], [-2.6198, -1.2436, -0.1277], [2.3947, -2.6790, -3.7312], [3.4286, -1.7919, -4.0932], [-0.2184, 3.6752, -0.4994], [4.5249, 0.0086, -3.6065], [2.0626, -0.1728, 3.6243], [1.3118, 1.9364, 0.9960], [3.2065, 0.4835, -1.6156], [-3.3929, -0.0586, -0.3440], [1.8784, -1.2339, -1.8544], [-4.8639, -0.6957, 1.4170], [-4.4689, -2.5380, 2.4553], [0.4980, -0.6517, -0.4521], [-4.1350, -1.8674, 1.6749], [1.6551, -2.4138, -2.6108], [0.6884, 5.2427, 0.6529], [2.2328, 0.0287, 1.1672], [0.6235, 4.1759, 0.4851], [0.0246, -0.0046, 2.9288], [2.9637, -0.3913, -2.2055], [-0.2609, 2.3108, -0.6899], [-0.6554, 0.7596, 2.5531], [-0.3591, -0.3482, 3.8903], [-3.1068, 0.6118, -1.1444], [1.3853, 3.3009, 1.2411], [-1.5444, -1.1434, -1.9586], [0.8765, -3.1139, -2.3356]],
  "mulliken_charge": [-1.95, 0.43, 0.52, 0.53, 0.40, -0.33, -0.63, 0.03, 0.55, 0.46, 0.28, 0.46, -0.65, -0.99, -0.58, -0.25, -0.29, 0.55, 0.48, -0.43, 0.84, -0.56, 0.19, -0.79, 0.44, 0.41, 0.93, 0.40, -0.23, 0.37, 0.36, 0.48, 1.06, -0.62, -0.32, 0.45, -0.06, -0.43, -0.68, -0.06, -0.33, 0.35, 0.44, 0.39, -0.64, 0.68, 0.33],
  "homo_energy_ev": [-13.30, -15.16],
  "total_energy_ev": -101642.073,
  "charge": 2,
  "de_lowest_kj_mol": 0.00,
  "multiplicity": 5,
  "fmax_ev_per_a": 1.10,
  "orbital_gap_ev": [7.8, 5.7]
}


[2]
{
  "formula": "C21H21CaFNO2Se2",
  "method": "ωB97M-V/def2-TZVPD",
  "species": ["O", "C", "H", "C", "C", "H", "C", "H", "H", "C", "N", "Se", "C", "C", "C", "F", "H", "C", "H", "Se", "H", "C", "C", "H", "H", "H", "C", "C", "H", "C", "H", "C", "H", "C", "H", "H", "C", "O", "C", "H", "Ca", "H", "C", "H", "C", "H", "C", "H", "H"],
  "positions_angstrom": [[1.5597, -1.1795, -0.6098], [-5.6240, -0.0505, -1.1518], [-0.3048, 5.1175, 1.7917], [-0.4583, -0.0492, 9.5289], [-0.1977, 4.7012, 0.7922], [1.5383, 0.9087, 5.5135], [1.5484, -2.4115, -0.3239], [3.3243, 1.3908, 1.9163], [-1.0840, 4.9598, 0.2149], [2.4823, 1.5828, 1.2474], [-0.4983, 0.0184, 10.6768], [-0.1095, 2.7697, 0.8428], [-5.1503, -1.3343, -1.0015], [-0.2344, -0.2745, 5.3052], [-3.7941, -1.5006, -0.7172], [-6.9469, 0.1461, -1.4317], [2.7069, -4.2218, -0.4550], [2.8601, -3.1584, -0.2892], [5.1773, 0.7338, 0.1048], [3.2094, 2.2742, -0.4219], [-5.1917, 2.0425, -1.1474], [-4.7934, 1.0422, -1.0268], [4.4377, 0.8019, -0.6915], [-3.4656, -2.5354, -0.6143], [-2.8336, 1.7131, -0.6460], [-5.8209, -2.1788, -1.1041], [-0.3920, -0.1288, 8.0932], [0.7300, 0.4269, 6.0471], [3.2826, -3.0280, 0.7099], [-0.0742, -0.3450, 2.6601], [4.9470, 0.9685, -1.6396], [-0.1406, -0.3331, 3.8835], [3.5597, -2.7414, -1.0104], [-1.3587, -0.8291, 7.3760], [3.8626, -0.1198, -0.7580], [-2.1700, -1.3139, 7.9023], [0.6566, 0.5028, 7.4231], [0.4870, -3.0165, -0.0123], [-2.8677, -0.4517, -0.5705], [0.6762, 5.1242, 0.3002], [-0.5606, -0.9809, 0.2987], [1.9979, 0.6307, 1.0520], [-3.4481, 0.8183, -0.7403], [1.9672, 3.5376, 2.0289], [-1.2782, -0.8989, 5.9989], [1.2224, 2.1660, 2.8819], [1.5151, 2.5520, 1.9073], [1.4033, 1.0463, 7.9863], [-2.0281, -1.4376, 5.4360]],
  "nbo_charge": [-0.83, 0.37, 0.21, 0.30, -0.79, 0.22, 0.77, 0.21, 0.23, -0.57, -0.36, 0.27, -0.32, 0.04, -0.25, -0.36, 0.22, -0.72, 0.20, 0.24, 0.21, -0.32, -0.80, 0.18, 0.18, 0.21, -0.22, -0.23, 0.23, -0.49, 0.22, -0.31, 0.22, -0.16, 0.24, 0.22, -0.15, -0.81, -0.57, 0.21, 1.74, 0.24, -0.23, 0.21, -0.22, 0.24, -0.57, 0.22, 0.23],
  "homo_energy_ev": -5.27,
  "total_energy_ev": -179553.095,
  "charge": -1,
  "fmax_ev_per_a": 0.63,
  "orbital_gap_ev": 7.6
}


[3]
{
  "formula": "C21H21Cl3N6ORu",
  "method": "ωB97M-V/def2-TZVPD",
  "species": ["C", "Ru", "N", "C", "H", "Cl", "C", "H", "H", "H", "C", "H", "C", "H", "C", "H", "Cl", "H", "H", "H", "H", "C", "C", "C", "H", "C", "H", "O", "N", "C", "H", "C", "C", "C", "H", "Cl", "N", "C", "C", "H", "C", "H", "C", "C", "H", "C", "N", "N", "N", "H", "H", "C", "H"],
  "positions_angstrom": [[-2.7283, 1.6595, 0.2512], [0.0054, -0.1478, -0.0510], [-0.5748, 3.2418, 2.7291], [-1.5925, -3.9041, 2.4815], [1.0666, 2.6548, 3.9555], [1.6456, 3.3455, -3.0487], [-0.4874, -3.6876, -3.2405], [-0.5563, -0.7339, 3.0668], [-1.8243, 2.9022, 4.3899], [-1.5394, -2.6470, 4.2372], [-1.3241, -4.0150, 1.1417], [4.4931, 3.2994, -3.2042], [-1.3336, -2.7231, 3.1812], [0.8841, 4.3867, 3.6356], [-0.7739, -1.6323, 2.5005], [-2.5124, 3.9955, 3.1789], [2.7723, -0.6922, 0.3088], [5.3836, 0.0882, -0.5203], [-0.6352, -4.4644, -3.9736], [-4.2997, 3.0204, 0.2152], [-4.3762, 1.7731, -0.9533], [-0.8569, 2.2719, 1.8065], [2.3188, 1.3404, -1.4087], [4.6623, 0.7187, -1.0122], [-1.5482, -4.9307, 0.6179], [-0.5494, -2.8593, -0.9648], [0.4561, -0.4255, -3.0193], [1.0669, 1.1902, -1.2187], [-2.2985, 0.5148, -0.1233], [-1.5893, 3.6923, 3.6693], [-2.5190, 3.3212, 1.3730], [-0.7364, -3.8951, -1.9194], [0.1333, -1.4218, -2.7249], [-0.7752, -2.9132, 0.4211], [-2.8858, 0.0388, -0.7997], [6.7588, 1.9408, -2.1923], [-0.1087, -1.5953, -1.4235], [2.8166, 2.3514, -2.2857], [3.3160, 0.5387, -0.7844], [-2.0058, -4.7457, 3.0164], [-0.5013, -1.7036, 1.1595], [1.4803, 3.3331, 2.3544], [5.0887, 1.7148, -1.8882], [4.1603, 2.5313, -2.5257], [0.8055, 1.3229, 2.0585], [-0.0254, -2.4062, -3.6651], [-2.0840, 2.4263, 1.1989], [-0.0329, 1.3309, 1.4812], [-3.8481, 2.2496, -0.2437], [-1.2018, 4.5531, 4.2110], [0.1694, -2.2077, -4.7050], [0.7901, 3.3941, 3.1962], [-1.0904, -4.8528, -1.5763]],
  "nbo_charge": [0.65, 0.99, -0.42, -0.22, 0.20, 0.03, -0.13, 0.21, 0.20, 0.22, -0.17, 0.25, -0.17, 0.23, -0.25, 0.19, 0.09, 0.24, 0.23, 0.41, 0.42, 0.66, 0.38, -0.23, 0.21, 0.20, 0.23, -0.76, -0.72, -0.41, 0.41, -0.23, 0.06, -0.06, 0.39, 0.03, -0.42, -0.13, -0.16, 0.23, -0.11, 0.23, -0.07, -0.22, 0.39, -0.25, -0.60, -0.73, -0.79, 0.23, 0.24, -0.42, 0.23],
  "homo_energy_ev": [-9.82, -9.77],
  "total_energy_ev": -73250.504,
  "charge": 1,
  "multiplicity": 2,
  "fmax_ev_per_a": 3.78,
  "orbital_gap_ev": [6.4, 6.0]
}


[4]
{
  "formula": "C21H21ClN4OS2",
  "method": "ωB97M-V/def2-TZVPD",
  "species": ["C", "C", "N", "C", "N", "C", "C", "H", "H", "C", "C", "H", "N", "S", "N", "H", "C", "H", "H", "H", "C", "C", "H", "H", "C", "C", "S", "C", "Cl", "H", "H", "H", "O", "C", "H", "H", "C", "C", "C", "H", "H", "H", "C", "C", "H", "H", "H", "C", "C", "H"],
  "positions_angstrom": [[-1.2367, -2.0550, 3.3120], [2.6865, 4.7449, -2.7975], [-1.3389, -1.3112, 0.4590], [0.6056, 4.0374, -3.1619], [-1.9647, -3.3577, 1.4749], [0.5997, -1.7188, -0.6989], [-1.1560, -0.5381, -1.8816], [1.8697, -1.8820, -0.7434], [0.9625, 7.1511, -3.9327], [0.2595, 5.2772, -3.5350], [1.8954, 3.6153, -2.7742], [0.6376, -0.9279, 0.9139], [0.3613, -0.6489, -1.7132], [-3.5836, -2.2796, -0.3850], [1.0063, 1.3700, -2.2901], [-2.9166, 5.3843, -4.1590], [1.3309, 0.3131, -1.6858], [-2.7140, -0.0773, -0.6281], [-1.4738, -1.2221, 2.8938], [-1.5446, -5.5379, 2.7359], [1.2501, 6.0999, -3.7701], [-0.4578, -2.2068, 4.6573], [-0.4243, -5.5357, 5.1199], [-1.1788, 0.8728, 0.0580], [-0.6332, -4.6607, 4.6333], [-0.4983, -3.4477, 5.1236], [2.8687, 0.0007, -1.4243], [3.3378, 1.8045, -1.8508], [0.4134, -3.4811, 6.6706], [3.2884, 6.5368, -3.2690], [-2.7041, -4.2012, 1.1856], [-0.2944, 3.2760, -3.0075], [-0.8704, 5.6904, -3.8073], [-2.2029, -2.4401, 0.4050], [-1.7549, 3.9859, -4.5376], [0.1162, -2.5093, 1.2722], [0.2423, -1.6353, 0.6719], [2.1967, 2.4105, -2.1592], [-1.4976, -0.3852, -0.3979], [-1.5300, -1.3109, -2.3386], [-2.1749, 4.7301, -2.8977], [3.7803, 4.1824, -2.4190], [-0.9424, -4.7061, 3.2453], [2.5191, 5.9332, -3.2830], [-0.2686, -1.2832, 5.1100], [0.2867, -2.7557, -1.2985], [4.2604, 2.2647, -1.7536], [-2.0795, 4.9457, -3.8072], [-1.4864, -3.2040, 2.7444], [-1.2413, 0.3904, -2.5706]],
  "nbo_charge": [-0.26, -0.13, -0.50, -0.22, -0.66, -0.23, -0.22, 0.21, 0.21, 0.25, -0.11, 0.16, -0.43, -0.09, -0.49, 0.19, 0.13, 0.24, 0.22, 0.22, -0.20, -0.15, 0.24, 0.21, -0.23, -0.03, 0.36, -0.33, -0.08, 0.22, 0.43, 0.23, -0.47, 0.21, 0.16, 0.25, -0.19, 0.12, -0.22, 0.20, 0.16, 0.15, -0.18, -0.24, 0.24, 0.21, 0.23, -0.19, 0.16, 0.25],
  "homo_energy_ev": -7.89,
  "total_energy_ev": -64301.743,
  "fmax_ev_per_a": 18.02,
  "orbital_gap_ev": 7.4
}


[5]
{
  "formula": "C21H21MnN3O6S",
  "method": "ωB97M-V/def2-TZVPD",
  "species": ["H", "C", "O", "H", "O", "H", "H", "N", "C", "N", "H", "C", "O", "C", "C", "C", "C", "C", "N", "C", "H", "H", "H", "H", "H", "H", "H", "Mn", "C", "H", "C", "H", "C", "O", "C", "H", "C", "H", "O", "C", "S", "H", "H", "H", "H", "C", "C", "H", "C", "C", "C", "O", "C"],
  "positions_angstrom": [[3.2374, -0.1610, 0.6451], [2.7032, -0.4633, 1.5548], [1.1507, 2.3432, 0.3625], [3.4329, -0.6176, 2.3555], [0.9221, -1.7762, 0.6579], [-2.9315, 2.0022, -2.5002], [3.7061, 2.8092, 3.6004], [-1.2001, 0.5370, -0.9964], [5.5484, 3.0992, 2.5132], [-2.4691, 0.5086, -0.4313], [-7.0211, 0.4665, 1.2483], [-1.1317, 0.8658, -2.2551], [-1.2880, 0.1339, 1.5176], [-6.0631, 0.3359, 1.7405], [-6.0159, 0.1078, 3.1123], [-4.7841, -0.0574, 3.7323], [-2.3981, 1.1947, -3.0035], [7.6450, 3.3793, 1.1391], [1.6580, 0.4783, 1.9529], [4.2020, 2.7896, 2.6382], [8.2290, 2.4561, 1.0955], [3.4693, 2.1829, -0.5995], [-6.9317, 0.0597, 3.6911], [-4.7369, -0.2353, 4.8010], [2.3001, 0.5056, -4.4162], [2.9336, 1.7475, -3.3269], [-4.9095, 0.5731, -0.0674], [0.3103, 0.1745, 0.2833], [0.1060, 0.9273, -2.9567], [7.8558, 3.9423, 0.2280], [-3.6531, 0.2322, 1.6176], [8.0073, 3.9595, 1.9893], [2.5540, 0.7229, -3.3767], [1.2169, 2.7915, 2.7733], [5.4144, 2.7550, 0.1491], [6.1251, 3.3594, 3.3954], [-2.3701, 0.2935, 0.8573], [0.0656, 1.2485, -3.9906], [1.6216, 0.1483, -1.2935], [4.0684, 2.4456, 0.2644], [1.7367, 2.0043, 1.6725], [5.8861, 2.7374, -0.8283], [-2.6387, -0.1177, 3.4485], [-3.0695, 0.3341, -3.0014], [-2.1724, 1.4821, -4.0311], [-3.6123, 0.0045, 2.9920], [1.3531, 0.5786, -2.4500], [3.3414, 0.0488, -3.0397], [3.4605, 2.4649, 1.5127], [-4.8939, 0.3974, 1.0000], [6.1740, 3.0829, 1.2697], [2.7371, -2.8479, 1.4254], [2.0590, -1.8290, 1.2209]],
  "nbo_charge": [0.20, -0.34, -0.99, 0.18, -0.76, 0.22, 0.23, -0.39, -0.19, -0.47, 0.19, 0.28, -0.73, -0.24, -0.25, -0.23, -0.66, -0.62, -0.99, -0.19, 0.21, 0.25, 0.19, 0.19, 0.19, 0.20, 0.23, 1.16, -0.52, 0.20, 0.01, 0.20, -0.67, -0.98, -0.22, 0.18, 0.50, 0.18, -0.70, -0.18, 2.31, 0.19, 0.25, 0.22, 0.19, -0.20, 0.49, 0.22, -0.31, -0.20, -0.06, -0.76, 0.78],
  "homo_energy_ev": [-0.80, -0.65],
  "total_energy_ev": -81029.941,
  "charge": -2,
  "multiplicity": 2,
  "fmax_ev_per_a": 0.57,
  "orbital_gap_ev": [5.1, 5.0]
}